{"formula": "C50H137N11O13", "method": "ωB97M-V/def2-TZVPD", "total_energy_ha": -3567.435580, "e_homo_ev": -8.7, "multiplicity": 1, "lumo_energy_ev": 0.56, "fmax_ev_per_a": 2.9, "homo_lumo_gap_ha": 0.33872, "species": ["C", "C", "C", "O", "C", "N", "H", "H", "H", "H", "H", "H", "H", "H", "H", "H", "H", "C", "C", "C", "O", "C", "N", "H", "H", "H", "H", "H", "H", "H", "H", "H", "H", "H", "C", "C", "C", "O", "C", "N", "H", "H", "H", "H", "H", "H", "H", "H", "H", "H", "H", "C", "C", "C", "O", "C", "N", "H", "H", "H", "H", "H", "H", "H", "H", "H", "H", "H", "C", "C", "C", "O", "C", "N", "H", "H", "H", "H", "H", "H", "H", "H", "H", "H", "H", "C", "C", "C", "O", "C", "N", "H", "H", "H", "H", "H", "H", "H", "H", "H", "H", "H", "C", "C", "C", "O", "C", "N", "H", "H", "H", "H", "H", "H", "H", "H", "H", "H", "H", "C", "C", "C", "O", "C", "N", "H", "H", "H", "H", "H", "H", "H", "H", "H", "H", "H", "C", "C", "C", "O", "C", "N", "H", "H", "H", "H", "H", "H", "H", "H", "H", "H", "H", "C", "C", "C", "O", "C", "N", "H", "H", "H", "H", "H", "H", "H", "H", "H", "H", "H", "C", "C", "C", "O", "C", "N", "H", "H", "H", "H", "H", "H", "H", "H", "H", "H", "H", "C", "C", "C", "O", "H", "H", "H", "H", "H", "H", "H", "H", "C", "C", "C", "O", "H", "H", "H", "H", "H", "H", "H", "H"], "positions_angstrom": [[19.05660, 18.17320, 15.00992], [20.51686, 17.95747, 15.46536], [21.36668, 19.26737, 15.16712], [21.80870, 19.34519, 13.82770], [22.98134, 18.64225, 13.49529], [20.52601, 17.78302, 16.89198], [19.11853, 18.32396, 13.95008], [18.59253, 18.98790, 15.61440], [18.39061, 17.31551, 15.14722], [20.93059, 17.09349, 14.98957], [22.16812, 19.26557, 15.87987], [20.68186, 20.08852, 15.40950], [23.24049, 18.75784, 12.43255], [22.94869, 17.59362, 13.78047], [23.84437, 19.10427, 13.95172], [19.72639, 17.21271, 17.18566], [21.33170, 17.27456, 17.21047], [22.93602, 11.99389, 18.17630], [24.13872, 11.79814, 19.17541], [23.68778, 11.10423, 20.45794], [23.27047, 9.76055, 20.16108], [22.99950, 9.00217, 21.31678], [25.18280, 11.02965, 18.45614], [23.20512, 12.38390, 17.20807], [22.18276, 12.58526, 18.64272], [22.51869, 11.01165, 18.07982], [24.47885, 12.80541, 19.45895], [22.86854, 11.73576, 20.82446], [24.53182, 11.06915, 21.15804], [22.52515, 8.08311, 20.93964], [22.30765, 9.48706, 22.03204], [23.94305, 8.77725, 21.80493], [26.00931, 10.98717, 19.02706], [24.86495, 10.06953, 18.35260], [11.02317, 11.89959, 16.39946], [11.44007, 12.87028, 15.23366], [10.23164, 13.66555, 14.90552], [10.53752, 14.58524, 13.77559], [9.58737, 15.60605, 13.80753], [12.53573, 13.66868, 15.66510], [10.13707, 11.31754, 16.10117], [10.71023, 12.53605, 17.22882], [11.79599, 11.22892, 16.74002], [11.72015, 12.20391, 14.38006], [9.99018, 14.26530, 15.79792], [9.37829, 13.00723, 14.67951], [8.59181, 15.23692, 13.66181], [9.96621, 16.29378, 13.04152], [9.69161, 16.18950, 14.74624], [12.79052, 14.38037, 14.96164], [13.28011, 12.99013, 15.70845], [14.98278, 12.55562, 20.70991], [14.97598, 13.29361, 19.34975], [13.57822, 13.70732, 18.93182], [13.12229, 14.68048, 19.82771], [11.77339, 15.05733, 19.60452], [15.89180, 14.41660, 19.33919], [14.41500, 13.10138, 21.51278], [15.95167, 12.15227, 21.02674], [14.39055, 11.66686, 20.56026], [15.34167, 12.59697, 18.57755], [12.98954, 12.75210, 18.93545], [13.69637, 14.10805, 17.92726], [11.50827, 15.84660, 20.37836], [11.09005, 14.20280, 19.77778], [11.66535, 15.48924, 18.62978], [15.38975, 15.23534, 19.67421], [16.28165, 14.68508, 18.45443], [19.86117, 9.38181, 19.05144], [18.54477, 9.34120, 19.83322], [18.75404, 9.49892, 21.35482], [17.52618, 9.21943, 22.00191], [17.35438, 9.84725, 23.24190], [17.56171, 10.27606, 19.34964], [19.63472, 9.37180, 17.97544], [20.54653, 8.53218, 19.19434], [20.35319, 10.35204, 19.20230], [18.15545, 8.29674, 19.67715], [19.01096, 10.58946, 21.48252], [19.53814, 8.85615, 21.82478], [18.20546, 9.89871, 23.91057], [16.58115, 9.33894, 23.81316], [16.89605, 10.86689, 23.13218], [16.69641, 10.24731, 19.88731], [17.93090, 11.21684, 19.47129], [14.24468, 10.06792, 17.61950], [15.29643, 10.47114, 16.61319], [16.10280, 9.23200, 16.31034], [17.02067, 9.46581, 15.29660], [17.77421, 8.26789, 15.12902], [14.55491, 10.95671, 15.44612], [13.70303, 10.92271, 18.05103], [14.67399, 9.52876, 18.44937], [13.49436, 9.42084, 17.18472], [15.96217, 11.27208, 16.95361], [15.38634, 8.43802, 15.99986], [16.60745, 8.97414, 17.24589], [18.35573, 8.02775, 16.02029], [18.51051, 8.44154, 14.34528], [17.19357, 7.40438, 14.90841], [13.69658, 10.41134, 15.23001], [15.09981, 10.98129, 14.58240], [15.98554, 21.42278, 18.69383], [16.95480, 20.31047, 18.58293], [16.48947, 19.13573, 17.72593], [15.42080, 18.52483, 18.40394], [14.97297, 17.39411, 17.66366], [18.20751, 20.82126, 18.09981], [15.00499, 21.04444, 18.96750], [15.95144, 21.87571, 17.69581], [16.33142, 22.19636, 19.42013], [17.16005, 19.84645, 19.53231], [17.35008, 18.47470, 17.59285], [16.16515, 19.46249, 16.72739], [14.59814, 17.65921, 16.67443], [14.25232, 16.79534, 18.21060], [15.85713, 16.77535, 17.52615], [18.13432, 21.28300, 17.21501], [18.85733, 20.03537, 17.96992], [14.05573, 13.37118, 12.41974], [14.23438, 14.85358, 12.20446], [14.07308, 15.29046, 10.65355], [15.10438, 14.68003, 9.91882], [14.91016, 14.77538, 8.49491], [13.31464, 15.58058, 13.03500], [13.12762, 12.94774, 11.99064], [14.09065, 13.11992, 13.50099], [14.89381, 12.81384, 11.98888], [15.26403, 15.04507, 12.52988], [14.16916, 16.39873, 10.66453], [13.02149, 15.06377, 10.31672], [14.88430, 15.80323, 8.12311], [14.03874, 14.25955, 8.11041], [15.81580, 14.26706, 8.11911], [12.40100, 15.13334, 13.13121], [13.33908, 16.57806, 13.10749], [19.66432, 11.86437, 12.82140], [18.91604, 10.82128, 11.96468], [17.45433, 10.76101, 12.28318], [16.89541, 9.50615, 11.88206], [15.49205, 9.47107, 11.89822], [19.17961, 11.09150, 10.55681], [19.19537, 12.83011, 12.60835], [20.70183, 11.88204, 12.50218], [19.59082, 11.58289, 13.84952], [19.41184, 9.83536, 12.13226], [16.91838, 11.54281, 11.68686], [17.26599, 10.92615, 13.34834], [15.08148, 10.21583, 11.16821], [15.01169, 9.69991, 12.87769], [15.23824, 8.41639, 11.64219], [18.93558, 10.24757, 10.03750], [18.53905, 11.86103, 10.30332], [22.28523, 17.54972, 20.55833], [23.19401, 18.50112, 19.71818], [24.05541, 17.68717, 18.70645], [23.34664, 16.74987, 17.89246], [24.21973, 15.77229, 17.37513], [22.62796, 19.62876, 19.04156], [22.95755, 16.90107, 21.10397], [21.65903, 16.96117, 19.90801], [21.69130, 18.18906, 21.18858], [23.96919, 18.79183, 20.43643], [24.82995, 17.13001, 19.27307], [24.63642, 18.41346, 18.15175], [24.75158, 16.15334, 16.50622], [23.62675, 14.93240, 16.97855], [24.99266, 15.47698, 18.11553], [22.04070, 19.24400, 18.31002], [21.91293, 20.03349, 19.62197], [20.41406, 13.37074, 15.99387], [19.21897, 14.30270, 16.32393], [17.87713, 13.64797, 15.96996], [16.88412, 14.64952, 16.11912], [15.66411, 14.13459, 15.70225], [19.27992, 14.81239, 17.71968], [20.55105, 13.33344, 14.90716], [20.24935, 12.33899, 16.37169], [21.35063, 13.71431, 16.48295], [19.23393, 15.19914, 15.70488], [17.64169, 12.82659, 16.67070], [17.92298, 13.25513, 14.96023], [15.66317, 13.77460, 14.68761], [14.89756, 14.90380, 15.62116], [15.29470, 13.31244, 16.34347], [18.43302, 15.27395, 17.98034], [19.40880, 14.05643, 18.37126], [20.23906, 13.22709, 21.54165], [18.89181, 13.93503, 21.42067], [18.92533, 15.43462, 21.24168], [18.37366, 13.36966, 20.26696], [20.02839, 12.16535, 21.47182], [20.68639, 13.38493, 22.52906], [20.97946, 13.44678, 20.74008], [18.21308, 13.71124, 22.27693], [17.93804, 15.92096, 21.15640], [19.50237, 15.63161, 20.34234], [19.47915, 15.85014, 22.06589], [17.63587, 13.93831, 19.95205], [17.59792, 16.85715, 11.84323], [18.53570, 15.83214, 11.19601], [19.85631, 15.63006, 11.97891], [17.82842, 14.60350, 11.15330], [17.38785, 16.70604, 12.91688], [16.66346, 16.85186, 11.25051], [18.00505, 17.86902, 11.72150], [18.79332, 16.14270, 10.17691], [19.74836, 15.11065, 12.93294], [20.30539, 16.59813, 12.09657], [20.62178, 15.05872, 11.42807], [16.97390, 14.84437, 10.77727]], "mulliken_charge": [-0.75, 1.15, -1.00, -0.44, -0.71, 0.28, 0.43, -0.01, -0.20, 0.20, 0.56, 0.28, 0.26, 0.25, 0.35, -0.38, -0.13, -1.07, 0.30, -0.36, -0.27, -0.86, -0.80, 0.38, -0.03, 0.47, 0.33, -0.08, 0.53, 0.25, 0.27, 0.37, 0.30, 0.30, -1.51, 1.50, -1.36, -0.29, -0.94, -0.11, 0.55, 0.28, 0.08, 0.09, 0.48, 0.39, 0.33, 0.28, 0.35, 0.18, -0.84, -1.84, 2.70, -0.75, -0.43, -0.76, -0.12, 0.24, -0.01, 0.51, -1.61, 0.54, 0.37, 0.27, 0.29, 0.28, 0.33, -0.53, -0.92, 0.22, 0.42, -0.41, -0.75, 0.35, 0.08, 0.47, 0.01, 0.22, -0.82, 0.45, 0.35, 0.31, 0.18, 0.25, -0.67, -1.50, 2.89, -1.22, 0.22, -0.92, 0.38, -0.05, 0.43, 0.60, -1.78, 0.33, 0.02, 0.31, 0.17, 0.38, 0.35, -0.52, -1.37, 0.27, 0.20, -0.48, -0.28, -0.60, 0.33, 0.34, 0.33, 0.30, -0.25, 0.23, 0.46, 0.35, -0.20, 0.30, 0.16, -0.55, 2.32, -1.12, -0.26, -0.99, -0.25, 0.58, -0.46, -0.03, -0.71, 0.39, 0.38, 0.35, 0.34, 0.24, -0.04, 0.22, -1.10, 0.13, 1.26, -0.47, -0.54, -0.81, -0.20, 0.42, 0.27, 0.50, -0.20, -0.56, 0.26, 0.09, 0.34, 0.33, 0.25, -0.97, 0.32, -1.17, -0.11, -0.62, -0.75, 0.42, -0.07, 0.44, 0.35, 0.53, 0.39, 0.34, 0.01, 0.29, 0.13, 0.32, -1.24, 1.65, 0.01, 0.17, 0.24, 0.19, 0.29, 0.31, -0.10, -1.08, -0.22, 0.06, 0.14, 0.38, -0.78, -0.01, -0.16, -0.35, 0.56, -1.25, 0.95, -0.36, 0.63, -0.03, 0.27, 0.33, -0.06, 0.52, -0.53, -1.17, 0.86, -1.14, -0.18, -0.04, 0.37, 0.50, 0.15, -0.14, 0.51, 0.47, 0.01]}